99
Properties=species:S:1:pos:R:3:forces:R:3:lowdin_charge:R:1 method="wB97M-V/def2-TZVPD" total_charge=+3 homo_lumo_gap_ev="6.2 / 6.3" homo_energy_ev="-15.6 / -15.7" multiplicity=3 e_above_lowest_kcal_mol=0.0 lumo_energy_ev="-9.4 / -9.4"
Mo 0.43860 0.10911 -0.54110 0.0116 0.2172 -0.4548 1.33
O 1.25596 2.89605 0.99447 -0.1417 -0.0142 0.0283 -0.35
S 0.00533 2.20927 0.68118 0.2055 -0.0048 -0.1094 0.83
C -1.03599 3.24354 -0.29792 0.0076 0.0916 0.0415 -0.38
C -0.96269 4.61657 -0.11593 -0.0604 -0.0144 -0.0611 -0.04
C -1.81216 5.41618 -0.87012 0.0185 0.0112 0.0195 -0.01
C -2.69508 4.84411 -1.77848 0.0077 -0.0337 0.0028 -0.01
C -2.72879 3.46766 -1.96629 0.0010 0.0326 0.0004 -0.04
C -1.88093 2.65051 -1.22672 -0.0140 0.0354 0.0126 -0.33
P -1.82944 0.85236 -1.42358 -0.0636 -0.0668 0.0713 1.03
C -3.40535 0.22759 -0.81689 -0.0476 0.0429 -0.0569 -0.37
C -4.51087 0.13526 -1.66488 -0.0018 -0.0194 0.0144 -0.07
C -5.74362 -0.23556 -1.14909 0.0094 0.0023 -0.0097 -0.03
C -5.88093 -0.51030 0.20449 -0.0091 0.0026 0.0199 -0.03
C -4.78623 -0.40889 1.05438 0.0123 0.0133 -0.0420 -0.05
C -3.55253 -0.03589 0.54602 0.0196 -0.0283 0.0569 -0.11
C -1.67683 0.50263 -3.18205 -0.0132 -0.0353 -0.0165 -0.36
C -1.02843 1.41177 -4.02071 0.0044 -0.0198 -0.0247 -0.08
C -0.84050 1.10274 -5.35832 -0.0019 0.0098 0.0268 -0.04
C -1.28162 -0.11342 -5.86091 0.0114 -0.0151 -0.0320 -0.03
C -1.91406 -1.02823 -5.02897 -0.0017 0.0264 0.0408 -0.04
C -2.11121 -0.72597 -3.69160 0.0201 0.0321 -0.0486 -0.10
C -0.91504 1.84845 2.14430 -0.0344 0.0240 0.1151 -0.37
C -1.80937 2.74372 2.71007 0.0216 -0.0854 0.0215 -0.02
C -2.41496 2.39724 3.91208 -0.0018 -0.0072 -0.0055 -0.01
C -2.11788 1.18805 4.52687 -0.0027 0.0100 -0.0219 -0.01
C -1.21300 0.30067 3.95293 0.0059 0.0110 0.0011 -0.03
C -0.60209 0.62825 2.75005 0.0151 0.0399 -0.0473 -0.38
P 0.61625 -0.43755 1.93130 0.1310 0.0217 0.1291 1.04
C 0.27005 -2.11699 2.48667 -0.0203 0.0013 0.0405 -0.35
C -1.03037 -2.61088 2.35128 -0.0367 -0.0130 -0.0352 -0.12
C -1.35040 -3.86845 2.83029 0.0336 -0.0132 -0.0118 -0.05
C -0.37232 -4.64714 3.44019 -0.0268 -0.0147 -0.0085 -0.03
C 0.91631 -4.15824 3.58560 0.0239 0.0239 -0.0188 -0.04
C 1.24201 -2.89142 3.11879 -0.0037 -0.0338 -0.0354 -0.05
C 2.24118 0.05951 2.53489 -0.0170 0.0194 0.0197 -0.35
C 2.37797 1.13803 3.40628 0.0318 -0.0204 0.0057 -0.06
C 3.63732 1.51075 3.85314 0.0015 -0.0151 -0.0138 -0.03
C 4.76014 0.81426 3.43545 -0.0083 -0.0042 -0.0117 -0.03
C 4.62913 -0.26556 2.56807 -0.0084 0.0369 0.0321 -0.05
C 3.37729 -0.64059 2.11548 0.0260 -0.0366 -0.0801 -0.12
H -0.25585 5.04555 0.58228 0.0131 -0.0016 0.0258 0.13
H -1.78355 6.49060 -0.75059 0.0071 0.0086 0.0074 0.13
H -3.35166 5.47780 -2.35867 -0.0101 0.0058 -0.0106 0.13
H -3.39828 3.04109 -2.70261 -0.0060 -0.0192 -0.0023 0.13
H -4.41858 0.35027 -2.72129 0.0138 0.0071 -0.0180 0.11
H -6.59999 -0.30486 -1.80543 -0.0098 -0.0034 -0.0129 0.13
H -6.84624 -0.79605 0.59955 -0.0090 -0.0092 0.0046 0.12
H -4.89839 -0.61124 2.11104 -0.0021 -0.0014 0.0147 0.12
H -2.70861 0.06836 1.21927 0.0164 -0.0264 -0.0162 0.07
H -0.67588 2.35957 -3.63553 -0.0053 0.0081 0.0066 0.10
H -0.35381 1.81427 -6.01076 0.0044 0.0115 -0.0099 0.12
H -1.13774 -0.34746 -6.90689 -0.0001 -0.0027 -0.0109 0.12
H -2.26573 -1.97057 -5.42529 -0.0101 -0.0120 -0.0099 0.12
H -2.63154 -1.43601 -3.06244 -0.0180 -0.0060 0.0158 0.10
H -2.04501 3.68292 2.23007 0.0049 0.0286 -0.0243 0.12
H -3.12220 3.07567 4.36910 -0.0059 0.0096 0.0012 0.13
H -2.59376 0.93149 5.46352 -0.0038 -0.0013 0.0156 0.13
H -0.99036 -0.63923 4.44154 0.0120 0.0029 0.0015 0.13
H -1.80822 -2.00220 1.90348 -0.0079 0.0313 -0.0476 0.09
H -2.36275 -4.23929 2.74143 -0.0123 -0.0040 0.0000 0.12
H -0.62275 -5.62886 3.81870 -0.0072 -0.0104 0.0108 0.12
H 1.67040 -4.75338 4.08180 0.0099 -0.0082 0.0103 0.12
H 2.24196 -2.51214 3.27139 -0.0057 0.0046 0.0185 0.10
H 1.51679 1.69758 3.74230 -0.0479 0.0063 0.0063 0.11
H 3.73725 2.34581 4.53211 0.0033 0.0128 0.0092 0.12
H 5.73903 1.10591 3.79042 0.0131 0.0008 0.0050 0.12
H 5.50474 -0.82006 2.25903 0.0222 -0.0159 -0.0025 0.12
H 3.28665 -1.50015 1.45924 -0.0057 0.0923 0.0989 0.08
Cl 6.45136 3.77068 -2.53856 -0.0215 -0.0169 0.0084 0.77
C 4.90367 3.08169 -2.26948 0.0277 -0.0290 0.0088 -0.64
C 3.75567 3.86579 -2.47161 -0.0391 0.0032 0.0025 -0.03
C 2.49644 3.34675 -2.26750 0.1392 -0.0757 0.0243 0.03
C 2.36210 2.02820 -1.83890 -0.1856 0.0476 -0.0400 -0.29
O 1.13216 1.52115 -1.67657 0.0279 -0.1605 0.3020 -0.30
C 3.50072 1.22730 -1.63703 0.1478 0.0072 -0.0126 -0.12
C 3.40599 -0.14798 -1.30908 0.0081 0.0484 -0.0216 -0.01
N 2.32981 -0.78334 -0.93169 0.0151 -0.2191 0.0909 -0.04
C 2.36547 -2.20643 -0.77861 -0.0719 0.0739 -0.0577 -0.22
C 3.48447 -2.99414 -0.68170 -0.0303 -0.1002 0.0005 0.02
C 3.36599 -4.39741 -0.60127 -0.0150 0.0693 -0.0018 -0.01
C 2.13999 -4.99892 -0.64239 -0.0414 0.0535 0.0006 0.02
C 0.96909 -4.20907 -0.73219 0.0643 -0.0457 0.0024 -0.12
C -0.32625 -4.75881 -0.82951 -0.0292 -0.0118 0.0147 0.06
C -1.41062 -3.92879 -0.93100 0.0217 0.0730 0.0275 0.00
C -1.21141 -2.54760 -0.88276 -0.0780 -0.0647 0.0369 -0.11
N -0.01141 -1.98595 -0.80399 0.0528 -0.0215 0.0070 -0.05
C 1.09215 -2.80926 -0.76440 -0.0076 0.0127 -0.0043 -0.16
C 4.78185 1.77312 -1.87513 -0.1000 0.0672 -0.0117 -0.02
H 3.87416 4.89066 -2.79708 0.0115 0.0067 -0.0040 0.13
H 1.61147 3.94605 -2.42938 -0.0188 0.0058 0.0016 0.13
H 4.32207 -0.72146 -1.41960 0.0128 0.0119 -0.0232 0.14
H 4.47736 -2.56653 -0.66543 0.0253 0.0152 0.0058 0.12
H 4.26316 -4.99517 -0.52723 0.0200 -0.0028 0.0020 0.13
H 2.05029 -6.07649 -0.61384 -0.0065 -0.0176 -0.0040 0.14
H -0.44962 -5.83465 -0.82800 0.0036 -0.0164 -0.0044 0.14
H -2.41666 -4.31356 -1.01307 -0.0094 -0.0076 -0.0020 0.13
H -2.06446 -1.88224 -0.87872 -0.0061 -0.0144 0.0113 0.08
H 5.66425 1.16180 -1.74175 0.0247 -0.0101 -0.0017 0.13

46
Properties=species:S:1:pos:R:3:forces:R:3:lowdin_charge:R:1 method="wB97M-V/def2-TZVPD" total_charge=-1 homo_lumo_gap_ev=5.3 homo_energy_ev=-2.7 multiplicity=1 lumo_energy_ev=2.6
Hg 0.54665 0.06591 0.10518 1.0204 1.5983 -0.6214 1.14
C 0.23837 3.93578 -1.83493 -0.4715 0.0487 -0.4565 -0.14
C 1.38947 3.39681 -0.98310 0.4249 -0.9991 -0.1192 -0.52
O 1.35998 2.04996 -0.75427 -0.3837 0.2980 -0.1686 -0.38
H -0.71972 3.68834 -1.36627 -0.0485 0.0293 0.0342 0.04
H 0.27413 3.50442 -2.84168 0.0189 -0.4134 0.1020 0.05
H 0.24370 5.00981 -2.05659 0.1844 0.1963 0.4840 0.05
H 1.45816 3.98848 -0.05457 -0.0609 0.2886 0.1319 0.08
H 2.30128 3.58966 -1.57781 0.2903 0.5442 0.0584 0.08
C -2.98055 2.26525 0.96006 0.5106 -0.3749 0.3231 -0.11
C -2.27553 0.96111 1.37771 1.5485 -1.5555 -1.8034 -0.49
O -0.90189 0.89368 1.64409 -0.3877 0.6734 0.2746 -0.41
H -3.01646 2.96167 1.79969 -0.4454 0.1977 -0.1481 0.05
H -3.93939 1.93615 0.54918 -0.4488 0.3291 0.5961 0.05
H -2.52549 2.75729 0.09792 0.5593 -0.0767 0.2249 0.04
H -2.39936 0.34354 0.46926 -0.5576 -0.2642 -0.1024 0.06
H -2.81308 0.38315 2.14304 -0.4909 0.5197 0.3757 0.08
C 3.17757 -1.80730 -1.04440 -1.4080 0.0094 0.3096 -0.41
O 2.21013 -0.87925 -1.35054 -0.3743 -0.1699 0.5605 -0.41
H 3.14014 -2.20160 -0.00732 0.3475 0.5257 0.5524 0.02
H 3.01789 -2.79262 -1.52789 0.2434 -0.0294 -0.7952 0.03
H 4.18521 -1.43356 -1.27808 0.3303 -0.1946 0.0728 0.04
C 2.60574 -0.77927 2.86952 0.3621 1.3639 -1.7477 -0.66
O 1.94657 -0.35014 1.93083 0.3932 -0.9809 1.8958 -0.01
N 2.22857 -0.87699 4.16492 -1.1060 0.1025 -0.0324 0.16
N 3.90375 -1.13396 2.69495 1.7915 -0.8271 -0.7653 0.14
H 1.44061 -0.28002 4.37946 0.2171 -0.1589 0.4402 0.12
H 2.99449 -1.05324 4.78331 -0.3355 0.1749 0.6325 0.08
H 4.27384 -1.12325 1.75424 -0.5197 0.1268 -0.1025 0.10
H 4.62019 -0.93758 3.37021 -0.2673 -0.0256 0.3468 0.09
C -0.93449 -3.18027 0.60117 -0.2683 0.8030 1.5521 -0.66
O -0.25337 -2.18196 0.43854 -0.6325 -1.5550 0.0686 0.00
N -1.48925 -3.52806 1.81514 0.8878 0.9544 0.0370 0.15
N -1.32542 -4.03424 -0.35132 0.0191 -0.5126 -2.5998 0.15
H -2.00913 -4.37317 1.92227 -0.0599 0.0102 0.3626 0.08
H -1.17442 -2.93841 2.56960 -0.3071 -0.3504 0.2252 0.11
H -1.04005 -3.82392 -1.29633 0.1832 -0.0448 0.2121 0.11
H -1.66961 -4.95945 -0.19184 -0.0337 0.0100 0.2806 0.09
C -1.68737 0.24493 -2.60520 0.4480 0.0508 0.0923 -0.65
O -0.87876 -0.03412 -1.74088 -1.3605 -0.5080 -0.8269 -0.01
N -2.49520 -0.66586 -3.23692 0.8194 -0.6133 0.4212 0.14
N -1.89418 1.49649 -3.07692 -0.0430 0.9921 0.1444 0.17
H -3.25384 -0.32130 -3.78964 -0.3419 -0.3720 0.1888 0.08
H -2.46316 -1.56389 -2.78320 -0.4882 -0.0797 -0.4055 0.09
H -1.33623 2.21327 -2.62971 0.2056 -0.0654 -0.3158 0.06
H -2.08051 1.56776 -4.06094 0.0355 0.3246 0.0101 0.09

11
Properties=species:S:1:pos:R:3:forces:R:3:lowdin_charge:R:1 method="wB97M-V/def2-TZVPD" total_charge=0 homo_lumo_gap_ev=9.8 homo_energy_ev=-10.1 multiplicity=1 e_above_lowest_kcal_mol=152.6 lumo_energy_ev=-0.3
C -0.70991 1.13528 0.08422 -1.5066 0.9323 -0.6381 -0.09
C 1.34837 -0.10299 -0.08092 6.6082 -1.6560 1.1143 -0.33
C -0.53488 -1.33296 0.00851 0.8941 -0.8081 -1.5179 -0.28
H 0.36692 2.30345 -0.25058 -3.5483 -3.3038 0.9739 0.21
H -1.27958 1.22530 1.50716 1.6190 0.0013 -4.6362 0.20
H -1.67078 0.70680 -0.95650 2.3049 2.4800 3.4971 0.20
H 1.93287 0.88638 -0.28521 -1.0956 -1.4636 0.1547 0.14
H 0.23699 -2.16906 -0.20922 -1.3654 1.2696 0.6966 0.17
N 0.05809 -0.05379 -0.01707 -1.8752 0.0300 0.8861 -0.24
O 1.96697 -1.17728 0.16590 -0.6098 3.0842 -1.0017 -0.04
O -1.71506 -1.42112 0.03370 -1.4254 -0.5660 0.4710 0.07

102
Properties=species:S:1:pos:R:3:forces:R:3:lowdin_charge:R:1 method="wB97M-V/def2-TZVPD" total_charge=+1 homo_lumo_gap_ev="7.1 / 6.9" homo_energy_ev="-8.9 / -11.1" multiplicity=3 e_above_lowest_kcal_mol=3.7 lumo_energy_ev="-1.8 / -4.2"
Pt -0.26372 0.36145 0.56390 0.2253 -0.0969 -0.0846 0.61
C -1.83179 -0.51611 2.03874 0.0007 0.0570 -0.0011 -0.08
C -2.57625 0.48271 1.33837 0.0866 0.0571 0.0400 -0.18
C -1.90932 1.73752 1.62182 -0.2885 0.0112 -0.2939 -0.16
C -0.81954 1.44511 2.51859 0.0986 -0.0671 0.2439 -0.11
C -0.79185 0.07625 2.83125 -0.0928 0.0663 -0.0912 -0.29
C 0.00326 -0.60392 3.91536 0.0085 -0.0637 -0.0494 -0.56
C 0.65757 -1.88461 3.39206 0.0706 -0.0301 0.0359 -0.04
C 1.05745 0.34587 4.47834 0.0212 0.0106 0.0234 -0.05
C -0.98617 -0.97015 5.03550 -0.0029 -0.0066 -0.0272 -0.03
C -2.20842 3.18170 1.21823 0.1128 -0.0420 0.0191 -0.52
C -1.98684 3.40428 -0.28316 -0.0247 0.0303 0.0187 -0.05
C -3.62590 3.58521 1.64729 -0.0091 0.0208 0.0345 -0.03
C -1.25167 4.13981 1.94392 0.0104 0.0400 -0.0214 -0.06
C -3.88637 0.08995 0.65013 0.0660 0.0104 -0.0306 -0.52
C -3.80611 -1.37127 0.17927 -0.0225 -0.0061 -0.0043 -0.05
C -4.27533 0.90696 -0.58147 0.0016 -0.0075 -0.0323 -0.03
C -5.00368 0.18059 1.70486 0.0130 0.0112 0.0234 -0.02
H -2.06776 -1.56684 2.04098 -0.0015 -0.0222 0.0123 0.12
H -0.16650 2.18624 2.94431 0.0204 -0.0326 -0.0068 0.11
H 1.42417 -1.66870 2.64458 -0.0285 0.0243 0.0049 0.04
H -0.07549 -2.55291 2.93689 -0.0134 -0.0105 -0.0025 0.09
H 1.13083 -2.42332 4.21505 0.0011 -0.0057 0.0002 0.10
H 1.71454 0.73270 3.69714 0.0409 -0.0304 -0.0330 0.06
H 1.67061 -0.17171 5.21763 0.0109 -0.0045 -0.0126 0.10
H 0.59147 1.19701 4.97794 -0.0023 0.0047 0.0071 0.09
H -1.73042 -1.68758 4.68574 -0.0014 -0.0094 0.0039 0.09
H -1.51037 -0.08466 5.39833 0.0036 0.0068 0.0064 0.10
H -0.44937 -1.41783 5.87344 -0.0039 -0.0047 -0.0017 0.09
H -2.61515 2.77642 -0.90432 -0.0257 -0.0213 -0.0130 0.04
H -0.94330 3.19417 -0.53780 -0.0038 0.0149 0.0196 0.07
H -2.19143 4.44879 -0.53005 -0.0068 -0.0079 -0.0160 0.10
H -4.41030 3.01925 1.15669 0.0101 -0.0169 -0.0093 0.05
H -3.78183 4.63935 1.41249 -0.0119 0.0030 0.0014 0.09
H -3.74799 3.46274 2.72513 0.0047 -0.0040 0.0101 0.10
H -0.21332 3.98505 1.64301 0.0048 -0.0258 0.0142 0.09
H -1.32263 4.04853 3.02846 -0.0192 0.0182 0.0030 0.09
H -1.51790 5.16413 1.68236 0.0112 0.0041 -0.0116 0.09
H -2.93891 -1.52833 -0.46673 0.0047 0.0150 -0.0138 0.06
H -4.70270 -1.60817 -0.39450 0.0067 -0.0103 -0.0014 0.10
H -3.75980 -2.07850 1.00671 -0.0016 -0.0140 0.0071 0.08
H -3.54946 0.78604 -1.38613 0.0000 0.0048 0.0289 0.06
H -4.39300 1.96490 -0.38197 -0.0311 0.0407 0.0174 0.06
H -5.23734 0.54289 -0.94698 0.0128 -0.0146 -0.0160 0.10
H -4.75501 -0.41628 2.58429 -0.0078 -0.0124 0.0016 0.09
H -5.93505 -0.20374 1.28499 -0.0096 0.0120 0.0029 0.09
H -5.17617 1.20534 2.03287 0.0156 -0.0066 -0.0081 0.08
C 2.89981 1.74134 -1.08290 -0.1804 -0.1439 -0.2045 -0.35
C 2.75290 1.20542 -2.51852 0.0702 0.1524 0.0875 -0.35
C 1.32152 1.23144 -3.04297 0.1250 -0.0749 0.0098 -0.35
Sb -0.10479 0.01441 -2.03569 -0.3526 0.0562 0.1271 1.43
C -1.77475 0.57809 -3.21536 -0.0064 -0.0159 0.0389 -0.38
C -2.03561 1.92855 -3.43170 0.0186 -0.0039 -0.0093 -0.15
C -3.15883 2.31983 -4.14606 0.0182 0.0128 0.0070 -0.07
C -4.03045 1.36247 -4.64452 -0.0170 -0.0059 -0.0147 -0.07
C -3.76838 0.01512 -4.44387 0.0047 -0.0069 -0.0029 -0.07
C -2.64178 -0.37903 -3.73437 -0.0176 0.0343 -0.0009 -0.12
C 0.21183 -1.91830 -2.81650 -0.0428 -0.0100 0.1072 -0.39
C -0.60101 -2.95439 -2.36078 0.0008 0.0013 0.0053 -0.15
C -0.47573 -4.22688 -2.89562 0.0092 0.0015 -0.0230 -0.08
C 0.47716 -4.47295 -3.87580 -0.0292 -0.0108 0.0003 -0.07
C 1.30236 -3.44927 -4.31351 0.0313 0.0527 -0.0123 -0.07
C 1.16981 -2.16889 -3.78876 0.0219 -0.0514 -0.0304 -0.11
Sb 2.52394 0.28784 0.46823 0.0536 0.1705 0.2709 1.43
C 4.37115 0.41552 1.57110 0.0342 -0.0066 -0.1828 -0.36
C 5.49950 0.99019 0.99086 -0.0233 0.0058 0.0621 -0.13
C 6.71746 0.97717 1.65795 0.0083 0.0181 -0.0250 -0.08
C 6.82062 0.38567 2.90694 0.0076 -0.0073 0.0125 -0.07
C 5.70634 -0.20572 3.48283 -0.0009 -0.0040 0.0100 -0.07
C 4.48952 -0.19441 2.81630 -0.0959 -0.0125 -0.0026 -0.13
C 2.95100 -1.55272 -0.49237 0.1105 0.0272 -0.0049 -0.39
C 2.07541 -2.61322 -0.30037 0.0240 -0.0271 -0.1324 -0.17
C 2.34125 -3.85688 -0.85770 0.0551 -0.0479 0.0695 -0.08
C 3.49196 -4.04258 -1.60642 -0.0757 -0.1021 0.0467 -0.07
C 4.38293 -2.99536 -1.78681 0.1053 0.0763 -0.0561 -0.07
C 4.12001 -1.75684 -1.22478 -0.0047 0.0472 0.0381 -0.12
H 2.17781 2.54250 -0.90377 0.0049 -0.0028 -0.0017 0.05
H 3.88159 2.17663 -0.91889 0.0584 -0.0591 -0.0231 0.04
H 3.15520 0.19477 -2.58771 0.0327 -0.0234 -0.0627 0.07
H 3.36198 1.82064 -3.18750 -0.0096 0.0187 0.0215 0.12
H 1.26252 0.90989 -4.08421 0.0541 0.0493 -0.0241 0.07
H 0.91650 2.24442 -2.99504 -0.0174 0.0016 -0.0069 0.06
H -1.36927 2.68840 -3.04030 -0.0135 0.0167 -0.0063 0.09
H -3.35317 3.37139 -4.31267 0.0018 0.0028 0.0020 0.11
H -4.90848 1.66735 -5.19839 -0.0035 -0.0042 0.0021 0.11
H -4.44046 -0.73306 -4.84337 0.0017 -0.0051 -0.0031 0.11
H -2.44717 -1.43499 -3.59671 0.0140 -0.0227 0.0188 0.09
H -1.33045 -2.77762 -1.57643 -0.0076 0.0108 -0.0146 0.09
H -1.11689 -5.02550 -2.54572 -0.0029 -0.0079 -0.0003 0.11
H 0.57835 -5.46488 -4.29586 0.0018 -0.0081 0.0033 0.11
H 2.05408 -3.64363 -5.06734 0.0005 -0.0004 -0.0054 0.11
H 1.82802 -1.38331 -4.14096 -0.0226 0.0102 -0.0114 0.10
H 5.45360 1.44545 0.01036 0.0192 0.0213 0.0152 0.08
H 7.58705 1.42699 1.19679 -0.0005 0.0059 -0.0032 0.11
H 7.76914 0.37904 3.42697 0.0019 -0.0032 0.0031 0.11
H 5.78400 -0.68114 4.45189 -0.0042 -0.0039 0.0016 0.11
H 3.63795 -0.68125 3.27521 -0.0585 0.0175 0.0184 0.08
H 1.16812 -2.45497 0.26668 -0.1523 -0.0486 0.0843 0.07
H 1.65209 -4.67806 -0.71141 -0.0119 0.0115 0.0101 0.11
H 3.70189 -5.00997 -2.04379 -0.0086 -0.0053 -0.0080 0.11
H 5.28709 -3.14779 -2.36203 0.0104 0.0121 0.0095 0.11
H 4.83804 -0.95319 -1.34828 0.0057 0.0014 -0.0075 0.10